C6H9N as an isolated structure, computed with ωB97M-V with the def2-TZVPD basis set.

XYZ file:
```
16
Properties=species:S:1:pos:R:3:forces:R:3:nbo_charge:R:1
C -0.798 -0.494 -1.649 0.113 0.008 0.278 0.001
N -0.344 -0.442 -0.469 -0.218 0.019 -0.505 -0.206
C -0.889 -0.291 0.948 -0.230 -0.071 0.012 -0.081
C 0.332 -1.157 1.353 0.072 -0.099 0.217 -0.394
C 0.989 -0.344 0.208 0.351 -0.079 -0.216 -0.128
C 0.922 1.150 0.693 -0.367 -0.185 0.212 -0.242
C -0.354 1.110 1.182 0.123 0.222 0.031 -0.413
H -0.105 -0.534 -2.485 -0.069 0.008 0.125 0.212
H -1.871 -0.471 -1.814 0.126 -0.006 0.044 0.205
H 1.087 2.035 -2.271 0.011 0.001 0.033 -0.063
H -1.928 -0.600 1.089 0.156 0.077 -0.002 0.215
H 0.220 -2.231 1.152 0.011 0.162 -0.002 0.198
H 0.726 -0.957 2.349 -0.059 -0.009 -0.150 0.234
H 1.835 -0.706 -0.381 -0.134 0.081 0.111 0.212
H 1.123 2.019 -1.518 0.011 0.010 -0.132 0.042
H -0.944 1.914 1.612 0.105 -0.140 -0.056 0.210
```
Positions in Å, forces in eV/Å.

Calculated values
LUMO level (eV): 0.084
Electronic energy (Ha): -288.527828
Energy above the lowest of the compared OMol25 structures with the same formula, charge and spin (eV): 6.918
Kohn-Sham gap (eV): 7.1
Largest force on an atom (eV Å⁻¹): 0.6

=====

One molecule with the formula CH4N2O2S in a non-equilibrium geometry, computed with ωB97M-V with the def2-TZVPD basis set.

XYZ file:
```
10
Properties=species:S:1:pos:R:3:forces:R:3:nbo_charge:R:1
O 0.427 0.380 1.479 -1.872 3.305 0.203 -0.625
N -0.628 -0.574 0.953 2.096 0.140 2.763 -0.346
C -0.190 -0.927 -0.316 -0.761 1.421 1.068 0.172
S -0.275 -2.479 -0.692 0.256 -1.559 -1.431 -0.132
N 0.167 0.182 -1.001 0.248 -2.602 -3.970 -0.326
O -0.175 1.416 -0.559 1.913 2.335 -1.018 -0.523
H 0.114 1.518 1.215 0.671 -5.755 1.289 0.484
H -0.534 -1.451 1.626 -0.294 2.520 -1.873 0.407
H 0.313 0.229 -2.061 -0.502 -0.976 2.244 0.400
H 0.782 1.707 -0.644 -1.755 1.171 0.726 0.488
```
Positions in Å, forces in eV/Å.

Calculated values
LUMO level (eV): 0.143
Electronic energy (Ha): -698.486847
Energy above the lowest of the compared OMol25 structures with the same formula, charge and spin (eV): 5.129
Kohn-Sham gap (eV): 8.8
Largest force on an atom (eV Å⁻¹): 5.9